55
Properties=species:S:1:pos:R:3:forces:R:3 method="wB97M-V/def2-TZVPD" charge=+1 e_homo_ev="-10.51 / -10.28" orbital_gap_ha="0.249 / 0.227" multiplicity=2 de_lowest_kcal_mol=0.0 s2=0.8437
Yb -0.021198 0.052304 -1.722857 0.12 0.02 2.03
O -1.126685 -2.707921 -3.204334 0.32 0.38 -0.02
O -2.203941 -0.152830 1.352183 0.82 0.06 -0.88
O -0.456200 -0.036501 -3.966608 -0.62 0.72 -0.71
O 1.566340 1.580854 -2.451612 0.18 0.67 -0.59
O -0.935322 2.084724 1.500411 0.32 0.25 -1.59
O 4.475197 -0.766518 4.113106 -1.09 -0.65 -0.40
O -3.884971 2.555242 -0.405564 1.66 -1.51 -0.28
N 1.476168 -0.571865 0.104914 0.04 -0.24 0.42
N -1.270151 -2.008528 -1.994096 -1.65 -2.26 0.48
N 3.109541 -2.556243 4.503391 0.05 0.53 -0.13
N 0.634902 2.299715 -1.873187 1.33 0.55 0.55
N -0.509169 2.279525 0.296875 0.50 0.32 2.28
N -1.802366 -0.782305 0.197542 -1.88 -2.54 0.85
C 2.330847 4.054286 -1.305271 0.37 0.32 -0.20
C 1.115343 3.264529 -1.018227 -0.83 -0.96 0.00
C 0.862986 4.081514 1.391754 0.07 0.37 0.31
C 3.506172 -1.447734 3.798885 0.80 -0.08 0.73
C 1.775367 -2.035615 1.997918 -0.19 0.35 -0.56
C -3.094262 -2.745842 1.164506 -0.26 0.14 0.14
C 2.390499 0.275198 0.622889 -0.15 -0.62 0.29
C 3.021619 0.017366 1.843638 -0.23 0.07 -0.52
C 2.731423 -1.166144 2.546128 -0.38 0.45 -1.02
C -1.551209 0.883889 -3.562144 -0.32 0.24 -1.60
C 0.450967 3.262575 0.222486 -0.66 -0.44 -0.67
C 1.157432 -1.692468 0.783136 0.54 0.24 0.41
C -2.326490 -4.149731 -1.338513 -0.02 -0.18 -0.17
C -1.941830 -2.734063 -1.102191 1.62 1.34 -2.25
C -2.293951 -2.031469 0.116528 1.19 2.85 0.89
H 3.585316 -2.684968 5.382589 -0.05 -0.09 0.03
H 1.623310 4.817562 1.104152 -0.26 -0.24 0.09
H 2.295764 5.005919 -0.760005 0.08 -0.30 -0.22
H -4.023457 1.581716 -0.512038 -0.22 1.14 0.24
H -3.885066 -3.345954 0.693943 0.21 0.18 0.11
H 2.612139 1.164641 0.012372 -0.04 -0.48 0.43
H -3.394136 -4.209374 -1.587124 0.18 -0.03 -0.04
H 0.379568 -2.330937 0.331037 0.61 0.32 0.34
H 1.299498 3.452364 2.188628 -0.38 0.18 -0.27
H -2.169898 -4.763334 -0.443477 -0.01 0.22 -0.15
H -2.138435 1.160811 -4.457153 0.24 -0.21 0.51
H -0.841109 -2.031695 -3.854018 -0.14 -0.26 0.51
H -1.691341 0.733470 1.349916 -0.52 -0.34 0.35
H 0.004034 4.635741 1.802232 0.26 -0.35 0.00
H -2.467074 -3.446916 1.739310 -0.06 0.25 -0.20
H 0.121532 0.417389 -4.612792 -0.37 -0.20 0.45
H 3.745167 0.747499 2.199199 -0.07 -0.40 0.20
H 2.376362 4.265374 -2.378089 0.14 -0.11 0.18
H -3.556766 -2.051763 1.870591 0.18 -0.08 -0.20
H -1.737620 -4.540744 -2.170986 -0.27 -0.08 0.22
H 2.176649 -2.936009 4.418886 0.31 0.15 0.04
H -2.890256 2.569577 -0.346384 -1.38 0.33 0.07
H -1.127973 1.816615 -3.133487 -0.35 -0.61 -0.05
H -2.229635 0.321766 -2.890125 0.42 0.26 -0.23
H 1.490778 -2.981519 2.457291 0.18 0.28 -0.06
H 3.255595 3.526825 -1.016161 -0.32 0.11 -0.12

138
Properties=species:S:1:pos:R:3:forces:R:3 method="wB97M-V/def2-TZVPD" charge=+1 e_homo_ev=-9.71 orbital_gap_ha=0.154 de_lowest_kcal_mol=0.0
Cd -6.349999 -19.272655 -1.446696 -0.99 -1.04 -0.66
F -6.795006 -17.223920 -0.550826 -0.18 -0.48 -0.34
F -5.100340 -18.514963 0.181495 0.33 -0.10 0.56
F -4.737746 -16.238169 -0.095483 -0.12 -0.17 0.06
F -4.996116 -17.638097 -1.915916 0.03 0.36 -0.01
N -8.236803 -15.477848 -4.879604 -0.14 -0.21 -0.20
N -5.158754 -20.941868 -2.082056 0.01 -0.77 -0.02
N -8.499071 -18.052235 3.691758 -0.05 -0.09 0.30
N -0.738292 -18.249150 0.622639 0.23 -0.68 -0.03
N -3.066695 -12.282642 -0.632285 0.18 0.17 -0.14
N -8.561746 -12.132344 1.843779 -0.22 -0.04 0.53
C -6.144951 -21.947236 -2.579688 -0.42 -0.86 -0.51
C -5.360483 -21.757692 0.301325 0.12 0.05 0.08
C -3.759235 -11.272789 0.164509 0.38 0.45 0.02
C -6.928797 -13.892553 1.066691 0.41 0.32 0.36
C -5.969253 -14.438506 -5.313626 -0.13 0.19 0.16
C -4.936934 -12.975584 -2.054429 -0.11 0.39 -0.31
C 1.726971 -18.605225 0.752739 -0.22 -0.29 0.25
C -1.834163 -12.692948 0.033564 -0.52 -0.38 0.32
C -9.345874 -18.617125 2.651089 0.85 -0.59 -0.12
C -4.442172 -21.420037 -0.865485 -0.09 -0.09 0.81
C -1.011047 -18.486048 2.036323 -0.15 0.69 0.27
C 0.578041 -17.665720 0.412915 0.21 0.32 0.06
C -8.161405 -9.785833 2.600044 -0.16 -0.55 0.56
C -7.479190 -14.257220 -5.161142 -0.25 0.04 -0.04
C -2.129680 -19.498089 2.264302 0.44 0.23 -0.07
C -9.212149 -17.359976 4.757412 -0.42 -0.18 0.14
C -1.797374 -17.511625 -0.022348 0.39 0.93 -1.23
C -0.857665 -13.388261 -0.895824 0.42 0.36 0.23
C -3.217111 -9.868922 -0.118802 -0.21 0.21 -0.17
C -8.791826 -15.298648 -2.469087 -0.33 0.25 -0.32
C -4.758725 -19.922935 -4.326585 0.18 -0.23 -0.86
C -8.009315 -16.018200 -3.559326 0.46 -0.38 0.44
C -9.917811 -16.063721 4.357843 0.57 0.13 0.04
C -6.420545 -16.706864 4.064487 0.04 -0.11 0.18
C -8.921934 -15.999007 -7.191160 0.45 0.45 -0.64
C -9.058682 -11.815341 0.514401 0.20 -0.40 -0.13
C -7.576789 -11.166171 2.321880 0.04 0.16 -0.66
C -3.926481 -13.388523 -1.004052 -0.09 -0.57 0.34
C -10.118560 -12.785360 0.016482 -0.29 0.15 -0.19
C -10.428349 -19.553210 3.152976 -0.08 0.41 0.84
C -5.586512 -23.323559 -2.923613 0.28 -0.13 0.50
C -8.083682 -13.498871 1.984580 -0.18 -0.38 0.06
C -1.686709 -17.508697 -1.561408 0.26 -0.41 0.31
C -4.145209 -20.594970 -3.114617 -0.02 0.60 -0.58
C -7.411808 -17.298862 3.082051 -0.26 -0.15 0.10
C -8.168826 -16.458823 -5.956972 0.12 -0.26 0.23
B -5.369191 -17.318286 -0.548754 1.01 2.07 0.57
H -7.133480 -11.552282 3.240445 0.00 -0.06 0.00
H -8.300312 -15.347566 -7.816327 0.07 -0.01 0.16
H -8.635149 -19.239863 2.082382 -0.19 0.14 -0.30
H -10.026505 -20.221966 3.918376 0.19 -0.09 -0.21
H -3.355343 -14.241733 -1.381473 0.33 0.36 -0.26
H -0.108024 -18.790832 2.563129 0.07 -0.34 -0.33
H -5.656139 -12.235240 -1.696319 -0.12 -0.23 0.18
H -0.886117 -16.843854 -1.883646 0.05 -0.08 -0.03
H -2.086911 -13.349554 0.891255 0.07 -0.11 -0.10
H -6.883115 -18.017742 2.443700 0.05 0.15 -0.12
H -5.356080 -20.588251 -4.955136 -0.28 -0.04 0.38
H 0.690505 -17.362217 -0.626718 -0.20 -0.12 -0.06
H -5.676111 -16.138349 3.505924 0.04 0.08 0.13
H -6.583951 -14.903286 1.288273 -0.23 -0.14 -0.28
H -6.049064 -13.268839 1.249608 -0.11 0.13 0.03
H -8.299782 -17.078506 -3.533895 -0.21 0.06 -0.28
H -1.314223 -14.234429 -1.404175 0.05 -0.03 -0.07
H -11.198474 -18.989899 3.685678 -0.25 -0.10 -0.36
H -1.751926 -16.422220 0.168978 -0.30 -0.14 0.87
H -7.806812 -13.670366 3.029330 0.18 0.25 -0.01
H 1.880166 -18.680599 1.829452 0.18 0.11 -0.02
H -6.891887 -16.062299 4.806004 -0.02 0.23 -0.22
H -7.134083 -16.724290 -6.233834 0.05 0.14 -0.02
H -5.505335 -14.869220 -4.426278 -0.02 -0.04 0.02
H 1.512322 -19.621352 0.415015 -0.03 0.08 -0.19
H -6.382070 -23.938010 -3.340911 0.00 0.07 -0.11
H -8.567894 -17.401226 -5.571773 -0.34 0.14 -0.03
H -9.730879 -13.791163 -0.144406 -0.01 -0.03 0.17
H -5.740622 -15.082302 -6.160965 0.09 0.08 -0.09
H -6.662719 -21.576821 -3.466329 0.28 0.40 0.02
H -8.804407 -15.843308 -1.524706 0.32 0.10 0.06
H -6.944105 -22.079887 -1.845736 0.21 0.11 0.20
H -9.180916 -16.821435 -7.858074 -0.22 -0.10 0.22
H -2.215671 -19.723691 3.326422 -0.13 0.01 0.00
H -10.559526 -15.727664 5.170834 -0.15 0.02 -0.12
H -4.397244 -13.856793 -0.123571 -0.27 0.37 0.04
H -10.488295 -16.187216 3.436462 -0.22 -0.04 0.12
H -5.508237 -13.462058 -5.465998 0.07 -0.06 -0.11
H -0.464941 -12.681667 -1.628037 -0.18 -0.07 -0.16
H -7.814031 -16.507850 2.424484 0.11 0.04 -0.01
H -8.619842 -9.332894 1.725789 0.15 0.16 -0.03
H -4.739035 -22.112232 1.124426 -0.01 0.06 0.01
H -9.956348 -18.046907 5.168091 0.03 -0.07 -0.16
H -3.979688 -19.631899 -5.036419 0.18 0.21 0.36
H -4.430178 -12.465162 -2.877895 0.15 -0.21 -0.02
H -1.440392 -18.517792 -1.908386 -0.17 0.05 -0.21
H -4.752607 -23.301439 -3.622291 -0.13 0.09 -0.17
H -7.181719 -13.759534 0.014197 -0.01 -0.34 -0.05
H -6.930240 -16.040034 -3.309281 -0.05 0.13 0.11
H -10.975166 -12.812562 0.692064 0.10 -0.16 0.11
H -8.535791 -17.214313 5.600535 0.11 0.23 -0.13
H -3.073968 -19.095687 1.899697 -0.14 -0.18 0.10
H -8.920203 -14.191147 1.846988 -0.03 0.11 -0.21
H -10.504271 -12.458227 -0.952187 0.09 0.11 0.01
H -1.389216 -11.816005 0.504170 0.14 0.09 -0.26
H -4.822987 -11.231488 -0.064861 0.00 -0.35 -0.13
H -5.878223 -20.873775 0.696106 -0.08 -0.02 -0.06
H -5.477968 -13.825935 -2.472105 -0.09 -0.03 0.17
H -3.595979 -21.485619 -3.421202 -0.14 -0.15 0.14
H 0.675746 -16.732492 0.997514 0.03 -0.01 0.00
H -7.881811 -13.819714 -6.076556 0.03 -0.11 -0.09
H -9.194368 -15.267196 4.165039 -0.03 0.00 0.03
H -9.726398 -17.846880 1.960545 -0.19 -0.04 0.03
H -3.961725 -9.118405 0.158464 0.10 0.00 0.15
H -10.863699 -20.153140 2.358406 -0.11 0.12 -0.08
H -3.403393 -19.924634 -2.678535 -0.17 0.02 0.28
H -3.815536 -22.288756 -1.075850 -0.10 0.03 -0.41
H -3.056535 -9.764377 -1.192728 -0.01 -0.05 -0.01
H -8.414497 -14.285004 -2.325933 0.04 -0.06 0.23
H -5.229261 -23.845990 -2.033362 -0.05 0.03 0.00
H -2.756309 -17.917970 0.275143 -0.04 0.10 0.15
H 0.008983 -13.744344 -0.333020 -0.10 -0.13 0.04
H -3.673757 -11.512119 1.236123 -0.12 0.01 0.04
H -1.879434 -20.416623 1.729953 -0.11 -0.05 0.00
H -7.389198 -9.143269 3.021233 0.02 0.15 -0.23
H -1.245281 -17.519745 2.524819 -0.27 -0.11 -0.01
H -9.788886 -15.391842 -6.936415 -0.21 -0.33 0.13
H -8.926750 -9.902673 3.371897 -0.09 0.12 -0.11
H -3.764132 -20.627005 -0.545728 0.00 0.07 -0.15
H -9.834589 -15.201918 -2.780112 0.04 -0.01 -0.08
H -6.084055 -22.546034 0.100713 0.01 0.02 -0.11
H -7.735768 -13.514627 -4.402218 0.23 -0.11 0.19
H -8.226778 -11.826764 -0.216074 -0.05 0.29 -0.02
H -5.323129 -19.015157 -4.097303 -0.03 -0.01 0.09
H -6.766806 -11.076220 1.573250 0.09 0.09 0.17
H 2.649417 -18.273603 0.281060 0.05 0.06 0.10
H -2.281031 -9.607135 0.374042 0.00 -0.21 0.11
H -2.593525 -17.119790 -2.023353 -0.09 -0.17 0.03
H -5.909368 -17.477890 4.644647 0.01 -0.11 -0.17
H -9.488203 -10.816380 0.541701 0.09 0.05 -0.08

14
Properties=species:S:1:pos:R:3:forces:R:3 method="wB97M-V/def2-TZVPD" e_homo_ev=-9.50 orbital_gap_ha=0.309 de_lowest_kcal_mol=139.3
S -1.696707 -1.112973 -0.484029 -0.03 0.31 0.62
S -1.169041 1.788081 0.011314 -1.21 -2.30 -0.07
O 0.456046 -1.593271 1.249460 -1.29 -6.89 -0.66
N 2.018065 -0.742733 -1.186858 -2.06 2.75 -2.88
N 2.302095 1.258430 0.112748 -3.01 -2.75 4.02
C 1.625263 0.135221 -0.089096 3.58 1.26 -1.87
C 0.521237 -0.360431 0.779947 -0.93 0.97 2.35
C -0.742610 0.042210 0.211193 -2.78 1.09 -2.95
H 2.935288 -0.286461 -1.620011 -2.75 -1.08 0.95
H -0.462759 -2.498049 0.703925 3.07 4.40 0.94
H -2.452016 1.308280 -0.371335 1.43 1.10 0.32
H 0.465642 0.132806 1.768152 0.87 1.27 -0.31
H 1.093209 -0.650728 -2.031513 3.81 -0.51 3.19
H 1.959768 1.426727 1.225061 1.30 0.39 -3.62